Entry from OMol25: a structure of composition C4H11N3O in a non-equilibrium geometry (the ωB97M-V functional and the def2-TZVPD basis).

Properties
HOMO energy: -0.3034 Eh
Kohn-Sham gap: 0.3301 Ha
ΔE to the lowest compared entry with this formula, charge and spin: 4.111 eV
charge: 0
multiplicity: 1

Cartesian coordinates (Å):
C: 0.200 -0.013 -1.018
C: -1.392 -0.711 0.679
C: -2.654 -1.290 0.081
N: 0.955 0.928 -0.435
C: 2.218 0.615 0.150
N: 0.505 2.264 -0.250
N: 2.551 -0.693 0.051
O: 2.866 1.467 0.724
H: 0.814 2.583 0.667
H: 0.961 2.854 -0.939
H: 2.009 -1.259 -0.589
H: 3.463 -0.968 0.371
H: -0.449 -0.890 -0.176
H: -0.619 0.420 -1.591
H: -1.501 0.320 1.002
H: -0.972 -1.311 1.484
H: -3.448 -1.357 0.830
H: -2.484 -2.294 -0.310
H: -3.023 -0.666 -0.733